A molecular structure, C44H48N7O2PSbTeTl at a distorted geometry, computed with the ωB97M-V functional and the def2-TZVPD basis.

The value obtained for the total energy is -88725.3034 eV. For the LUMO energy, the calculation gives -8.45 eV. Its frontier orbital gap is 3.22 eV. For the relative energy (zero: lowest compared OMol25 entry of this formula, charge and spin), the calculation gives 593.1 kJ/mol.

Geometry as ORCA input:
```
! wB97M-V def2-TZVPD RIJCOSX def2/J DEFGRID3
* xyz 2 1
Tl -1.011 -10.355 18.441
C -0.616 -11.263 12.326
N -0.202 -11.425 13.663
C 1.061 -11.718 14.111
C 1.072 -11.499 15.463
N -0.135 -10.963 15.857
C -0.883 -10.943 14.753
P -2.625 -10.352 14.710
C -3.212 -11.488 16.045
N -2.795 -11.753 17.244
C -3.678 -12.571 17.806
C -4.688 -12.861 16.940
N -4.452 -12.124 15.820
C -5.007 -12.417 14.577
C -2.375 -8.768 15.666
N -1.923 -8.679 16.891
C -1.990 -7.315 17.236
C -2.582 -6.651 16.219
N -2.820 -7.529 15.215
C -3.368 -7.080 13.943
H -1.302 -12.034 12.019
H 0.207 -11.078 11.641
H -1.144 -10.278 12.368
H 1.856 -12.088 13.361
H 1.774 -11.759 16.177
H -3.555 -12.865 18.835
H -5.580 -13.373 17.073
H -6.002 -12.864 14.746
H -4.412 -13.131 14.064
H -5.188 -11.475 13.986
H -1.612 -7.008 18.180
H -2.616 -5.653 15.909
H -2.632 -6.461 13.447
H -4.269 -6.421 14.122
H -3.572 -7.909 13.251
C 4.858 -15.728 24.867
C 4.432 -16.002 23.519
C 4.630 -17.272 22.919
C 4.289 -17.664 21.592
C 4.617 -18.827 20.786
O 5.520 -18.681 20.012
C 4.002 -20.167 21.010
C 2.974 -20.341 21.942
C 2.518 -21.630 22.214
C 3.044 -22.710 21.534
C 4.077 -22.526 20.603
C 4.550 -21.282 20.350
C 3.250 -16.801 20.923
O 2.367 -17.296 20.170
C 3.231 -15.382 21.434
C 3.750 -15.033 22.685
C 2.660 -14.278 20.630
N 1.424 -13.885 20.552
C 0.507 -14.620 21.565
C 0.173 -13.813 22.760
Te -1.126 -14.714 24.269
C -2.596 -15.414 23.077
C -2.711 -16.774 22.800
C -3.771 -17.235 22.079
C -4.699 -16.334 21.588
C -4.610 -14.960 21.779
C -3.548 -14.499 22.547
C 3.702 -13.510 19.895
C 3.415 -12.170 19.556
C 4.444 -11.420 19.086
C 5.642 -12.000 18.648
C 5.881 -13.355 18.883
C 4.911 -14.116 19.591
H 4.805 -14.686 25.088
H 5.970 -15.999 25.081
H 4.221 -16.381 25.504
H 5.004 -18.211 23.516
H 2.593 -19.568 22.546
H 1.743 -21.642 22.939
H 2.639 -23.733 21.695
H 4.518 -23.400 20.107
H 5.415 -21.120 19.731
H 3.474 -13.992 23.058
H 1.046 -15.531 21.962
H -0.343 -15.018 20.950
H -0.416 -12.971 22.484
H 1.060 -13.503 23.363
H -1.975 -17.513 23.007
H -3.994 -18.296 21.960
H -5.532 -16.810 21.047
H -5.287 -14.282 21.330
H -3.476 -13.463 22.801
H 2.424 -11.755 19.882
H 4.458 -10.305 18.841
H 6.374 -11.431 18.260
H 6.899 -13.744 18.670
H 5.166 -15.134 19.992
C 1.253 -9.549 21.436
Sb 0.917 -7.846 20.312
C 2.350 -8.371 18.849
C 1.761 -6.619 21.745
H 2.255 -9.730 21.662
H 0.801 -10.520 21.009
H 0.666 -9.332 22.423
H 3.217 -8.660 19.418
H 2.505 -7.611 18.141
H 1.848 -9.224 18.276
H 2.240 -5.755 21.239
H 2.542 -7.106 22.322
H 0.946 -6.194 22.370
*
```

Atomic partial charges in e from the Löwdin method, atoms 1 to 99:
1 Tl 0.740
2 C -0.044
3 N -0.148
4 C -0.044
5 C -0.116
6 N 0.001
7 C -0.459
8 P 1.185
9 C -0.428
10 N -0.060
11 C -0.139
12 C -0.029
13 N -0.139
14 C -0.072
15 C -0.427
16 N -0.077
17 C -0.089
18 C -0.061
19 N -0.122
20 C -0.021
21 H 0.095
22 H 0.104
23 H 0.085
24 H 0.161
25 H 0.079
26 H 0.107
27 H 0.112
28 H 0.111
29 H 0.091
30 H 0.099
31 H 0.061
32 H 0.121
33 H 0.091
34 H 0.122
35 H 0.078
36 C 0.001
37 C -0.165
38 C 0.074
39 C 0.012
40 C -0.348
41 O 0.178
42 C -0.130
43 C -0.017
44 C -0.059
45 C -0.042
46 C -0.056
47 C -0.008
48 C -0.194
49 O 0.207
50 C -0.053
51 C 0.079
52 C -0.247
53 N 0.163
54 C -0.282
55 C -0.509
56 Te 1.306
57 C -0.641
58 C -0.164
59 C -0.093
60 C -0.080
61 C -0.075
62 C -0.134
63 C -0.175
64 C -0.022
65 C -0.071
66 C -0.056
67 C -0.036
68 C -0.012
69 H 0.086
70 H 0.163
71 H 0.142
72 H 0.187
73 H 0.099
74 H 0.102
75 H 0.130
76 H 0.126
77 H 0.125
78 H 0.169
79 H 0.094
80 H 0.130
81 H 0.020
82 H 0.047
83 H 0.088
84 H 0.118
85 H 0.116
86 H 0.093
87 H 0.083
88 H 0.105
89 H 0.118
90 H 0.071
91 H 0.124
92 H 0.128
93 C -0.422
94 Sb 1.166
95 C -0.349
96 C -0.380
97 H -0.025
98 H -0.026
99 H 0.050